Molecular formula: C3H8NO
Method: DFT, wB97M-V/def2-TZVPD

LUMO (Eh): -0.3179
HOMO energy (eV): -14.76
Relative energy (zero: lowest compared OMol25 entry of this formula, charge and spin) (kJ/mol): 531.55
Charge: +1
Maximum force (eV/Å): 7.752
Calculated total energy (Eh): -248.63344

Positions of all 13 atoms, in Å:
C 1.1131 0.3850 -0.3755
C 2.4585 0.3766 -0.5921
C -0.7564 -0.5540 0.7858
N 0.6211 0.0854 0.8692
H 0.3235 0.4191 -1.1364
H 3.1300 0.4448 0.2581
H 2.9267 0.5643 -1.5539
H -0.5299 -1.5679 0.4197
H -1.1560 -0.3401 1.8281
H 1.3873 -0.2113 1.4772
H -3.6777 -0.2452 -1.1414
H -2.5752 0.1262 -0.1346
O -3.2650 0.5172 -0.7044

Forces on the atoms, in the same order (eV/Å):
0.29 -1.43 -0.76
-0.38 1.21 0.16
5.68 1.80 4.96
-3.40 -1.95 -2.86
0.60 0.38 0.03
0.02 -0.26 0.07
-0.32 -0.30 -0.02
-1.31 0.60 -1.45
-0.35 -0.92 -1.61
-0.72 0.84 1.54
0.06 0.29 0.11
-0.65 0.25 -0.34
0.48 -0.51 0.16

Results of the Mulliken charge analysis, in e, for atoms 1 through 8:
1. C 0.329
2. C -0.747
3. C -0.562
4. N -0.186
5. H 0.418
6. H 0.262
7. H 0.286
8. H 0.463